{"formula": "C10H24N2Si", "method": "wB97M-V/def2-TZVPD", "elements": ["C", "C", "C", "C", "C", "C", "C", "C", "C", "C", "N", "N", "Si", "H", "H", "H", "H", "H", "H", "H", "H", "H", "H", "H", "H", "H", "H", "H", "H", "H", "H", "H", "H", "H", "H", "H", "H"], "positions_angstrom": [[-0.24595, 2.61253, 0.46770], [0.79413, 3.31214, 0.94509], [1.02112, 4.80249, 0.66722], [1.97043, 2.70707, 1.75328], [-2.05269, -3.03247, -1.60624], [0.99450, -1.04233, -2.61859], [-0.65086, -3.15551, -1.13955], [-0.12377, -0.72495, -1.66592], [-1.22121, -1.39619, 0.50423], [-0.16912, -1.75755, -0.55324], [-2.33216, 0.03034, 2.63262], [0.48712, -0.56003, 3.14528], [-0.71677, -0.23052, 2.00904], [-1.07510, 3.17836, 0.22972], [1.66394, 4.98967, -0.22962], [0.02908, 5.21225, 0.48666], [1.42621, 5.31452, 1.48922], [2.94370, 2.92478, 1.32609], [1.76869, 1.70137, 1.97118], [1.94972, 3.33229, 2.66352], [-2.43494, -3.92804, -2.15064], [-2.18655, -2.21241, -2.34795], [-2.75079, -2.92891, -0.81414], [2.04155, -1.03251, -2.23166], [0.79789, -2.12961, -2.83470], [0.83867, -0.61569, -3.56083], [-0.71056, -3.82918, -0.28463], [-0.05060, -3.63886, -1.93766], [-0.98546, -0.69751, -2.29326], [-0.02368, 0.32916, -1.36118], [-2.08274, -0.95566, 0.09034], [-1.51223, -2.30539, 0.95771], [0.84952, -1.73778, -0.15144], [-2.30379, 0.65935, 3.41517], [-3.05522, -0.67984, 2.69173], [1.13031, -1.31393, 3.21500], [0.63795, 0.12719, 3.77240]], "relative_energy_kj_mol": 330.09, "e_lumo_ev": [0.0785, 0.0891], "multiplicity": 1, "e_homo_ev": [-7.64, -6.84]}

***

{"formula": "C34H61BN8O2", "method": "wB97M-V/def2-TZVPD", "elements": ["B", "C", "C", "O", "O", "H", "H", "H", "H", "H", "C", "C", "C", "C", "N", "H", "H", "H", "H", "H", "H", "H", "C", "C", "C", "C", "N", "H", "H", "H", "H", "H", "H", "H", "C", "C", "C", "C", "N", "H", "H", "H", "H", "H", "H", "H", "C", "C", "C", "C", "N", "H", "H", "H", "H", "H", "H", "H", "C", "C", "C", "C", "N", "H", "H", "H", "H", "H", "H", "H", "C", "C", "C", "C", "N", "H", "H", "H", "H", "H", "H", "H", "C", "C", "C", "C", "N", "H", "H", "H", "H", "H", "H", "H", "C", "C", "C", "C", "N", "H", "H", "H", "H", "H", "H", "H"], "positions_angstrom": [[2.56069, -1.95016, 1.76320], [1.44318, -0.94619, 2.44821], [0.06383, -1.16680, 1.56307], [-0.45079, -0.23914, 0.81481], [-0.62372, -2.47059, 1.62149], [3.33991, -1.44508, 1.03351], [2.59671, -3.11861, 1.90374], [1.27540, -1.12413, 3.58102], [1.74271, 0.16995, 2.27541], [-0.88836, -2.54718, 2.59376], [-3.77754, 3.10654, 2.41642], [-3.74593, 1.97101, 1.40131], [-4.17251, 0.62656, 1.99006], [-3.24643, 0.15000, 3.02393], [-2.52045, -0.22164, 3.84189], [-3.07230, 2.93200, 3.23429], [-3.50144, 4.04950, 1.93543], [-4.77832, 3.22316, 2.84318], [-2.73875, 1.89543, 0.97563], [-4.42237, 2.22233, 0.57682], [-4.21543, -0.11319, 1.18339], [-5.18411, 0.70315, 2.40252], [-3.60881, -7.16821, 3.00589], [-3.10716, -6.43512, 1.76822], [-1.71828, -5.82393, 1.95322], [-1.70356, -4.76785, 2.97163], [-1.69064, -3.93999, 3.77769], [-3.72211, -6.48827, 3.85532], [-4.58636, -7.61728, 2.80735], [-2.91990, -7.96781, 3.29392], [-3.82902, -5.65808, 1.49178], [-3.06870, -7.14532, 0.93483], [-1.38949, -5.40034, 0.99817], [-0.99790, -6.60552, 2.21663], [5.14111, -5.12931, 3.79391], [6.32011, -4.43697, 4.46509], [5.90788, -3.22723, 5.30347], [5.33377, -2.15206, 4.48606], [4.87513, -1.30903, 3.84284], [4.63792, -4.46526, 3.08465], [5.48583, -6.00706, 3.23985], [4.40777, -5.46141, 4.53494], [7.04621, -4.13825, 3.70040], [6.82320, -5.15976, 5.11686], [6.79036, -2.84335, 5.82648], [5.19221, -3.53245, 6.07413], [6.27583, -2.98651, 0.01974], [6.30384, -4.11793, -1.00021], [5.87647, -5.46445, -0.41598], [6.80407, -5.94643, 0.61430], [7.53166, -6.32208, 1.43120], [6.98258, -3.16550, 0.83552], [6.55217, -2.04203, -0.45771], [5.27630, -2.87024, 0.44894], [7.31010, -4.19309, -1.42829], [5.62615, -3.86223, -1.82223], [5.83072, -6.20125, -1.22516], [4.86584, -5.38801, -0.00105], [-0.22390, 2.21518, -1.79189], [1.02093, 3.11801, -1.83242], [2.27568, 2.38953, -2.31561], [2.69071, 1.32045, -1.39869], [3.01325, 0.47478, -0.67968], [-0.08853, 1.38860, -1.07800], [-1.10315, 2.77901, -1.47399], [-0.43648, 1.78656, -2.77597], [1.18988, 3.54379, -0.83590], [0.82495, 3.95327, -2.50438], [3.09070, 3.11557, -2.40645], [2.10666, 1.97743, -3.31623], [-7.12762, -1.81715, 1.97342], [-8.42884, -1.63155, 1.20360], [-8.23928, -1.66371, -0.31281], [-7.42366, -0.54373, -0.79759], [-6.77557, 0.33403, -1.17761], [-6.42337, -1.00572, 1.77012], [-7.32436, -1.82428, 3.04944], [-6.64767, -2.76425, 1.70958], [-8.89613, -0.68766, 1.50694], [-9.11864, -2.43411, 1.48730], [-9.22321, -1.61998, -0.79202], [-7.78404, -2.61345, -0.61272], [-4.08038, 5.29211, -3.82127], [-2.86777, 6.21215, -3.88378], [-1.60323, 5.50747, -4.37533], [-1.15386, 4.45685, -3.45323], [-0.80179, 3.61874, -2.72457], [-3.92831, 4.47746, -3.10731], [-4.96306, 5.85351, -3.50139], [-4.29231, 4.85587, -4.80194], [-2.69636, 6.65090, -2.89407], [-3.09406, 7.04034, -4.56464], [-0.80515, 6.25043, -4.48330], [-1.77501, 5.08186, -5.36971], [3.13059, 7.69172, -6.76547], [2.31888, 8.37025, -5.66936], [2.98315, 8.29372, -4.29464], [3.08864, 6.91560, -3.80069], [3.17785, 5.83003, -3.41572], [3.24115, 6.61996, -6.57639], [2.63079, 7.80864, -7.73145], [4.12872, 8.13265, -6.84391], [1.31864, 7.92346, -5.63205], [2.18708, 9.42470, -5.93605], [2.39157, 8.88111, -3.58423], [3.97666, 8.75261, -4.33342]], "e_lumo_ev": 0.4526, "multiplicity": 1, "e_homo_ev": -7.61}